152
Properties=species:S:1:pos:R:3:forces:R:3 method="wB97M-V/def2-TZVPD" homo_energy_ev="-5.520 / -5.588" gap_ev="6.344 / 6.406" spin_multiplicity=6 charge=-1 lumo_energy_ev="0.8 / 0.8"
N -0.9751 -3.8606 1.0741 1.48 0.83 -0.45
H 2.1710 0.6086 4.3939 0.13 0.14 0.01
H 2.7554 -3.8302 -3.6182 -0.37 -0.37 -0.01
C -5.1076 0.3879 2.9578 0.81 -0.96 0.10
O -0.9181 0.4342 0.6902 -2.14 -0.11 0.51
C 7.3293 0.2221 -0.6152 -0.15 0.41 -0.67
C -2.4962 0.3051 -4.4193 -0.72 0.32 -0.28
H -6.2823 5.9100 1.7777 -0.13 0.32 -0.69
C 4.8511 3.7112 3.4506 0.41 0.95 0.51
C 4.3827 5.9469 2.7390 -0.22 1.12 -0.41
H 5.3763 0.9039 -3.3339 -0.38 0.12 0.18
H -3.2551 -1.0873 -0.9098 0.24 -0.29 -0.26
N -2.1251 0.3353 7.6680 2.11 1.32 1.10
C 6.5835 0.8418 0.3975 0.29 -0.18 -1.32
C -2.2185 1.5332 -3.7762 0.72 0.11 -0.60
H -5.4691 2.7106 -3.6226 0.27 0.23 0.36
C 4.2261 -2.9860 -2.4562 0.78 -0.44 -0.96
C 4.9305 1.3975 -1.2329 -0.10 1.16 -1.87
C 2.4673 -4.3849 -1.5241 0.35 0.84 0.65
C -4.7212 -0.6873 3.7833 0.03 0.29 -0.41
H 4.6142 7.0018 2.7389 -0.19 0.13 0.10
C 5.1551 5.0911 3.4903 -0.93 -1.29 -0.14
C -4.2130 -1.5246 -1.1498 -0.75 0.08 0.84
H -3.0417 -5.1759 -0.0751 0.00 0.08 0.06
B 2.5004 -0.2376 1.3111 0.35 -0.65 1.60
O 0.7432 1.6159 -5.1282 1.55 -0.65 -0.13
H 0.6667 -0.1777 8.2604 -0.78 -0.04 0.23
H 1.6062 -2.9244 -6.3895 -0.03 -0.16 0.10
N -2.9026 3.7314 -2.8549 3.17 1.98 0.71
H -1.7427 -0.3556 -4.8220 0.50 0.19 0.50
C -3.8083 -0.0450 -4.7045 1.03 0.64 0.54
H -1.2205 1.8922 -3.5723 0.38 -0.36 0.11
C 5.6674 0.8754 -2.2942 1.69 -1.23 0.45
C -6.7346 -2.4492 -1.6004 0.12 -2.11 0.16
H -1.9779 1.2312 4.9897 -0.37 -0.15 0.42
O -1.8866 -3.1275 0.7286 0.03 -0.33 0.21
C -5.3183 -0.6644 -1.0539 1.00 -0.64 0.61
H -0.0317 1.2798 3.5651 -0.25 -0.08 -0.15
C 1.4860 0.1401 6.3919 0.05 1.13 -0.92
C -6.5942 -1.1556 -1.2196 -0.20 0.90 -0.02
O -3.8020 4.4888 -2.5218 -0.82 -0.98 -0.48
O -2.6553 1.2979 -0.2818 0.02 -0.38 0.33
H 4.1242 -3.2323 -6.6604 -0.05 -0.13 0.22
C -2.6044 -0.8620 2.6538 -1.04 0.24 -0.17
O -9.0530 -2.4074 -1.2289 0.17 0.45 0.06
F 1.2595 -0.8452 1.2844 -1.78 -3.34 1.99
C 2.9688 -4.2148 -0.2363 1.79 2.45 0.00
C -2.7312 -7.1740 0.6148 1.06 -0.56 1.04
O -0.5531 4.8027 -0.1302 -2.42 0.13 3.12
H 5.3799 3.1013 4.1681 0.04 -0.45 -0.19
N 1.9771 1.4985 -5.1155 -1.24 -0.33 -0.48
C -3.2095 2.4355 -3.5208 -3.34 -0.75 0.42
C 0.0354 0.9156 4.5796 2.58 0.41 0.77
C -4.5791 4.9686 2.5833 -0.27 1.78 -1.16
C -3.2466 4.6760 2.4152 1.46 -0.99 -1.75
O -1.7010 4.0921 -2.6448 -2.94 -2.01 -1.13
O 2.7364 2.3837 -4.8462 0.65 0.53 0.20
H 6.9817 0.8737 1.4009 -0.09 -0.08 0.06
C 1.7395 -0.8673 -5.8188 0.69 -1.22 0.20
C 3.1666 4.1243 1.8269 -1.85 -0.53 -0.23
F 2.9508 -0.5150 0.0541 2.67 -1.10 -1.65
H 5.5265 -1.5393 -5.8446 0.46 1.05 -0.16
H 2.4596 -0.0994 6.7933 0.10 -0.13 -0.15
C -2.4360 -5.8397 0.5240 0.28 1.05 0.02
F 3.3043 -0.4859 2.3884 0.04 -0.22 -0.25
O 7.0662 -0.6855 -4.0182 -0.35 -0.34 -2.49
C -2.5705 4.9631 1.1735 -0.81 0.75 0.51
C -3.0323 0.1791 1.7424 0.38 -1.02 1.14
H -2.6777 5.9586 -0.7490 -0.07 -0.05 -0.01
C 1.3396 0.6168 5.0832 -1.46 -0.90 -0.33
H 4.7650 -2.6685 -3.3366 -0.17 0.45 -0.08
H 0.2547 -5.7932 2.6789 0.24 0.60 -0.46
C -5.6519 -3.3712 -1.6631 -0.42 0.91 -0.25
C 0.4152 0.1217 7.2537 -2.13 0.30 -0.20
H -4.0103 -0.9511 -5.2564 -0.11 -0.11 0.09
O 5.4719 -2.1502 1.4350 -0.57 -0.03 -1.02
H -7.4598 -0.5298 -1.0601 -0.08 -0.04 -0.03
H -6.0595 0.8607 3.1496 0.01 0.13 -0.13
O 1.8055 6.1214 0.2450 1.10 -0.01 1.34
N 4.5880 -2.9730 1.2782 0.60 -1.50 1.55
F 0.3216 -1.9261 -0.9080 -0.50 -2.05 2.75
H -5.1623 0.3227 -0.6445 0.03 0.23 -0.49
F -0.0392 -2.1330 -3.0688 -1.32 -1.70 -2.32
O 0.1965 -3.4545 1.2299 -2.42 -1.71 0.32
C 3.8676 3.2198 2.6070 1.00 0.71 0.77
H -2.7358 4.0531 3.1345 0.24 0.15 0.13
C 6.9003 0.2353 -1.9881 -0.51 0.55 2.81
O 2.5935 7.6906 1.5302 0.10 -1.95 -0.23
H 2.4293 -4.4698 0.6639 0.06 -0.36 -0.09
C -3.2035 5.7217 0.1641 0.94 -1.57 1.55
H -2.0488 -9.0389 1.4458 -0.38 -0.14 0.13
O -3.1854 0.1906 7.1429 -1.09 -0.38 -0.87
N -1.1919 4.4157 0.8968 1.01 0.75 -3.94
C -0.9012 0.4856 6.7763 1.55 -0.46 -0.24
H 2.3602 3.6576 1.2806 -0.22 0.43 -0.67
F 1.6030 -0.8928 -2.3008 2.99 0.57 -1.04
C -4.8430 0.8080 -4.3224 -0.09 0.06 -0.34
C 3.6886 -2.3175 -6.2866 -1.92 1.24 1.01
C -4.2826 0.8051 1.9108 0.67 -0.62 0.15
C 4.7329 -2.7320 -1.2315 -0.03 -0.38 3.22
H -5.4012 -0.9470 4.5812 0.03 -0.19 0.12
H -5.8191 0.4426 -4.6054 -0.43 0.46 0.28
C 2.2982 -2.1414 -6.1167 0.66 0.81 -1.09
H 0.6606 -0.8283 -5.8474 0.05 0.52 0.32
C -5.2487 5.6916 1.5529 1.59 -1.23 0.69
C -0.8488 -7.5027 2.1392 0.62 1.46 0.10
Mn 0.9953 0.0840 -0.5202 0.08 3.67 0.44
H -1.6421 -1.3498 2.7035 0.37 0.49 -0.86
C -4.3723 -2.9102 -1.3470 -0.49 1.42 -0.94
C 2.5853 0.1902 -5.5078 -0.30 -1.21 -0.36
H 4.0636 1.9898 -1.4859 -0.49 -0.28 0.01
O -1.9714 0.4659 8.8878 0.26 -0.43 -1.20
C -1.3281 -5.3129 1.2179 1.03 -0.75 0.32
H 5.5909 -2.0896 -1.0992 0.00 0.04 0.21
C -4.6235 2.0523 -3.7568 2.27 0.23 -0.14
H -3.5908 -7.6216 0.1382 0.06 0.12 -0.19
C 5.3855 1.4477 0.0509 0.37 -0.38 1.05
C 3.9804 -0.0296 -5.5698 -1.01 2.23 0.56
O 8.6572 -1.1707 -2.6529 -0.51 0.75 -0.33
N -8.1292 -2.9911 -1.7556 0.53 0.04 0.15
C 3.1296 -3.7767 -2.6065 -1.69 -0.90 -0.16
Br 1.1082 2.4904 -1.5084 0.37 -0.49 0.10
H -5.8372 -4.3646 -2.0440 -0.05 -0.13 0.32
H 8.2750 -0.1850 -0.2893 0.07 -0.38 -0.52
O 4.1763 -3.6452 2.2486 -0.20 0.76 -1.80
N 7.6385 -0.5678 -2.9841 0.16 -0.14 2.56
O -8.2585 -4.0221 -2.3724 0.16 -0.47 -0.38
F -0.3998 -0.1778 -1.9735 -2.76 1.31 -0.85
C -1.0409 0.9193 5.4268 -0.74 -0.75 1.30
H 5.8984 5.4593 4.1820 0.13 0.09 -0.17
O -0.8171 3.4657 1.5269 -0.04 -0.62 1.61
N 2.5060 6.4912 1.1775 -0.43 1.17 -0.45
H -4.5918 1.6004 1.2488 0.13 0.08 -0.04
H -0.3588 -8.1965 2.8062 0.48 0.32 0.00
C -4.5386 5.9925 0.3775 -1.57 0.67 0.21
C -1.8886 -7.9710 1.4295 -1.89 -1.09 -1.60
H 4.7982 1.9610 0.7980 -0.01 -0.06 -0.09
H 1.4672 -4.7925 -1.5269 0.06 -0.40 -0.79
H -5.0729 6.4671 -0.4323 -0.09 0.19 -0.04
C 3.3207 5.4946 1.9448 1.19 -0.32 0.06
C 4.4941 -1.2293 -5.9113 0.42 -2.75 -0.66
H -3.4640 -3.4922 -1.3988 -0.22 -0.35 0.02
C -3.4953 -1.3634 3.6354 -0.36 2.55 -0.80
B 0.3290 -1.3245 -2.1018 -0.15 -0.91 -2.06
H -5.0876 4.8100 3.5228 0.05 -0.33 0.04
C -0.5149 -6.1402 2.0053 -0.66 -0.08 0.66
H 4.6364 0.8114 -5.4002 0.03 0.02 0.30
H -3.1716 -2.0408 4.4118 0.08 -0.31 -0.30
F 2.0477 1.0161 1.2382 0.38 4.80 0.86
N -2.1381 0.6617 0.6086 0.94 0.15 0.77
C 4.1004 -3.3323 -0.1008 -0.52 -0.14 -0.70
H 3.6536 2.1613 2.5944 -0.20 0.07 -0.16